Record 1
C43H41BrF5N8OS4TeY | ωB97M-V with the def2-TZVPD basis set

The energy relative to the best compared isomer or geometry (same formula, charge and spin) is 125.2 kJ/mol. Its HOMO energy is -13.41 eV. As for the net charge: +2. The frontier orbital gap comes out at 8.7 eV.

Each line ends with the Mulliken charge.
Element x y z (Å)
Te  -3.9576  -1.7178  -3.4602  1.665
Y  -1.0465  -2.2727  -1.2780  1.001
Br  -0.6655  -0.3355  -4.1126  -0.001
S  -0.6196  1.1248  0.1323  1.972
S  2.0860  -1.8846  0.3895  1.884
S  -2.4159  -3.5069  0.8383  -0.427
S  1.4874  0.5603  1.8420  1.046
F  -1.9185  -3.4174  -2.8818  -0.627
F  -2.8412  -2.2351  -4.8495  -0.321
F  -4.6264  -3.3722  -3.0220  -0.364
F  -5.4051  -0.8546  -2.6383  -0.430
F  -5.1635  -1.6869  -4.8848  -0.379
O  -2.9635  -1.2568  -2.0287  -0.555
N  0.7991  1.5367  0.8468  -0.255
N  -1.8540  -5.5518  -0.8091  -0.149
N  -0.6666  -0.1432  -0.5720  0.150
N  -3.4377  0.2858  -4.2505  -0.022
N  -3.8229  -5.6643  0.3211  -0.411
N  1.1515  -2.5233  -0.5308  -0.943
N  -0.6890  -4.8958  -1.2258  -0.564
N  1.5099  -0.9633  1.6232  -0.086
C  5.5260  -0.0768  -0.7876  -0.930
C  3.5080  -4.1452  0.5919  -0.301
C  0.0355  4.2248  -2.3644  -0.920
C  3.0971  1.2717  2.0256  0.514
C  -2.1319  3.0271  -1.0869  -0.617
C  3.3015  -0.8622  -0.4237  0.318
C  0.7542  0.6978  3.4479  0.436
C  -3.0352  2.8470  -5.1436  -0.458
C  5.1802  1.2577  3.1890  -0.887
C  -1.2519  4.7064  -2.5660  -0.707
C  3.7177  0.7108  -2.1738  -0.455
C  -0.5107  1.0501  5.8561  -0.662
C  5.0665  0.7082  -1.8364  -0.815
C  -0.6821  -0.1345  5.1539  -0.767
C  4.2844  -5.0981  1.2295  -0.844
C  4.8226  2.7606  1.3358  -0.820
C  3.0477  -3.0532  1.3181  -0.194
C  -0.0413  -0.3256  3.9381  -0.171
C  3.3396  -2.9043  2.6654  0.304
C  2.8252  -0.0822  -1.4707  -0.128
C  4.1098  -3.8705  3.2963  -0.953
C  4.6419  -0.8683  -0.0680  -0.272
C  4.5853  -4.9599  2.5795  -0.508
C  -1.8333  1.3233  1.4185  -0.064
C  -0.8360  2.5784  -0.8684  0.294
C  0.9265  1.8978  4.1283  -0.747
C  3.8994  0.7585  3.0387  -0.763
C  -2.8112  0.3495  1.5287  -0.476
C  0.2936  2.0642  5.3475  -0.858
C  -5.5393  3.2156  -5.3188  -1.464
C  -2.7239  2.5120  3.2864  -0.871
C  -3.7031  1.5315  3.4207  -0.680
C  5.6406  2.2557  2.3359  -0.605
C  -4.4809  1.0801  -4.5501  -0.163
C  -2.1906  0.7503  -4.3966  0.328
C  -1.7815  2.4150  2.2782  -0.185
C  3.5359  2.2691  1.1712  -0.233
C  -4.3351  2.3762  -5.0057  0.332
C  -1.9567  2.0368  -4.8365  -0.524
C  0.2510  3.1540  -1.5096  0.076
C  -2.3332  4.1053  -1.9347  -0.878
C  -3.7511  0.4570  2.5444  -0.935
C  -2.7117  -4.9843  0.0459  0.761
H  -4.4938  -5.2551  0.9487  0.207
H  2.9422  -2.0653  3.2200  0.201
H  -4.0487  -6.5451  -0.1126  0.200
H  6.5775  -0.0846  -0.5344  0.480
H  0.1283  -5.3383  -0.8135  0.224
H  -6.3819  2.5976  -5.6225  0.411
H  5.0003  -1.4914  0.7419  0.517
H  5.7643  1.3117  -2.4014  0.433
H  4.6547  -5.9495  0.6752  0.442
H  -2.0959  -6.4240  -1.2601  0.208
H  5.1830  3.5419  0.6809  0.512
H  2.8810  2.6539  0.4046  0.511
H  -2.9706  2.5559  -0.5884  0.613
H  -4.5229  -0.2940  2.6425  0.512
H  6.6412  2.6472  2.4606  0.435
H  -3.3347  4.4843  -2.0903  0.505
H  -1.4108  5.5603  -3.2116  0.484
H  -1.0146  3.1697  2.1597  0.483
H  1.7726  -0.1116  -1.7262  0.086
H  -1.3091  -0.9188  5.5552  0.502
H  5.8151  0.8783  3.9777  0.492
H  1.2482  2.7750  -1.3354  0.161
H  3.3661  1.3136  -3.0015  0.531
H  -0.1537  -1.2442  3.3799  0.498
H  -1.0033  1.1847  6.8097  0.455
H  5.1882  -5.7082  3.0756  0.426
H  0.4280  2.9833  5.9010  0.464
H  3.5236  0.0011  3.7148  0.366
H  -5.4575  0.6368  -4.4208  0.525
H  -5.8465  3.7874  -4.4414  0.279
H  3.2584  -4.2361  -0.4570  0.509
H  -2.8465  -0.4692  0.8191  0.464
H  -2.6991  3.3516  3.9676  0.495
H  0.8750  4.6951  -2.8584  0.476
H  1.5468  2.6839  3.7174  0.568
H  -5.3244  3.9211  -6.1193  0.420
H  -2.8603  3.8532  -5.5048  0.470
H  -4.4387  1.6142  4.2096  0.448
H  -0.6641  -4.9270  -2.2445  0.348
H  4.3328  -3.7753  4.3501  0.475
H  -0.9402  2.3834  -4.9468  0.478

***

Record 2
C43H42B3Cl2F9O5S | ωB97M-V with the def2-TZVPD basis set

Its HOMO energy is -9.02 eV. As for the net charge: 0. The frontier orbital gap comes out at 7.7 eV.

Each line ends with the Mulliken charge.
Element x y z (Å)
Cl  1.9173  -3.6408  -1.6062  -0.134
Cl  -5.3762  1.0074  -1.3636  -0.155
S  -0.0324  1.2785  -2.2016  0.871
F  9.0306  -1.3942  -3.6873  -0.314
F  -8.1728  -0.3121  0.6755  -0.264
F  7.3971  -1.8760  1.8085  -0.287
F  2.4692  -5.5255  1.8529  -0.298
F  0.5909  2.6450  0.1817  -0.178
F  2.2301  1.1147  -0.6623  -0.242
F  0.2365  0.1803  0.3848  -0.209
F  3.2653  7.1383  4.5186  -0.311
F  -7.3186  1.9530  -3.4142  -0.245
O  -0.9485  2.5429  -2.2580  -0.599
O  -2.4581  -0.3347  -1.9770  0.083
O  -2.5284  -2.3142  -3.6098  -0.222
O  -0.2604  -1.5180  -2.8351  -0.127
O  1.1397  1.3174  -3.2371  -0.585
C  3.6771  -5.0081  3.8112  -0.501
C  -0.9265  -4.1032  -2.1973  -0.724
C  7.8217  -0.6598  1.4405  0.455
C  3.2551  -4.6765  2.5284  0.218
C  -8.5475  1.1671  2.4736  -0.471
C  -5.1488  -1.4419  0.2651  -0.659
C  4.4995  -4.1267  4.5128  -0.436
C  -6.8218  5.5157  -2.9508  -0.464
C  9.4883  0.7369  0.4106  -0.470
C  2.4311  3.6545  3.9519  -0.583
C  2.9118  6.0112  3.8868  0.209
C  3.6362  -3.4779  1.9356  -0.162
C  -7.8671  3.7462  -4.8442  -0.421
C  2.6582  6.0435  2.5201  -0.400
C  -9.0226  0.2573  4.6607  -0.445
C  2.8041  4.8273  4.6084  -0.294
C  6.8644  -1.5858  -4.5995  -0.325
C  -8.4497  -0.1266  1.9730  0.244
C  9.0481  -0.5286  0.7984  -0.394
C  2.1803  3.6766  2.5777  -0.160
C  5.1028  -2.5376  -3.2475  -0.092
C  4.8823  -2.9174  3.9273  -0.378
C  4.4494  -2.5914  2.6412  -0.344
C  7.0290  0.4512  1.7065  -0.268
C  -0.2623  -3.1666  0.3211  -0.624
C  -8.6351  -1.2305  2.7979  -0.193
C  -7.3326  3.2714  -3.6517  0.415
C  -5.5593  -0.8427  -1.2414  0.231
C  -4.8542  -1.6813  -2.4617  -0.934
C  7.3327  -2.3282  -2.3433  -0.328
C  7.4739  1.7179  1.3288  -0.610
C  6.0000  -2.7103  -2.1924  -0.315
C  -8.8409  1.3607  3.8234  -0.389
C  -7.8872  5.1191  -5.0887  -0.382
C  2.2960  4.8688  1.8613  -0.338
C  0.7469  1.3166  -0.4571  0.672
C  8.7011  1.8594  0.6793  -0.428
C  7.7518  -1.7666  -3.5443  0.171
C  0.1928  -4.0623  -0.9945  -0.024
C  5.5339  -1.9782  -4.4529  -0.599
C  -6.8121  4.1433  -2.7017  -0.262
C  -8.9174  -1.0373  4.1499  -0.408
C  -7.3625  6.0020  -4.1437  -0.444
B  -1.0335  -0.3473  -2.3622  -0.038
B  -1.2445  -2.6513  -2.8995  0.455
B  -3.2321  -1.4021  -2.6403  0.253
H  -4.6112  -2.4865  0.1622  0.223
H  -9.0551  -1.8946  4.8044  0.351
H  -5.4228  -1.5836  -3.5054  0.322
H  7.2154  -1.1419  -5.5254  0.411
H  -8.9272  2.3682  4.2229  0.353
H  0.6793  -2.7871  0.9084  0.136
H  -7.3739  7.0728  -4.3355  0.352
H  8.0455  -2.4635  -1.5366  0.432
H  3.2979  -3.2444  0.9315  0.425
H  4.8341  -1.8482  -5.2746  0.374
H  -0.9087  -2.2265  0.0610  0.060
H  0.2784  -5.1831  -0.5929  0.408
H  -8.3949  2.0119  1.8100  0.450
H  -6.1605  -1.6660  0.8578  0.009
H  4.7453  -1.6477  2.1891  0.295
H  3.0109  4.8277  5.6736  0.410
H  -0.6991  -4.9147  -3.0364  0.336
H  -4.9602  -2.8346  -2.1736  0.310
H  -9.2470  0.4088  5.7144  0.359
H  -0.9588  -3.8885  0.9652  0.316
H  6.0737  0.3220  2.2042  0.462
H  -4.5663  -0.6605  0.9132  0.240
H  5.5202  -2.2283  4.4767  0.377
H  2.1044  4.8826  0.7911  0.376
H  3.3628  -5.9480  4.2530  0.413
H  2.7441  6.9807  1.9804  0.398
H  1.8937  2.7607  2.0653  0.273
H  2.3364  2.7254  4.5084  0.371
H  4.8412  -4.3802  5.5133  0.364
H  -1.9414  -4.4660  -1.6848  0.248
H  -6.4039  3.7478  -1.7773  0.348
H  9.0468  2.8467  0.3806  0.369
H  9.6497  -1.4108  0.6056  0.442
H  5.6612  -3.1422  -1.2538  0.453
H  6.8649  2.5934  1.5405  0.397
H  -6.4102  6.2051  -2.2179  0.352
H  -6.7307  -1.0555  -1.3299  0.319
H  4.0640  -2.8394  -3.1320  0.134
H  -8.5586  -2.2298  2.3823  0.412
H  10.4420  0.8493  -0.0990  0.368
H  -8.2625  3.0452  -5.5718  0.401
H  -8.3112  5.5003  -6.0146  0.350

***

Number 1: energy -7148.4160 Eh. Number 2: energy -4331.8713 Eh.